1.
Below is an isolated molecule of C4H8F2, with properties calculated with ωB97M-V with the def2-TZVPD basis set.

Properties
- Energy relative to the best compared isomer or geometry (same formula, charge and spin): 33.3 kcal/mol
- Electronic energy: -9711.754 eV
- Gap between HOMO and LUMO: 12.41 eV
- HOMO energy: -11.36 eV

```
! wB97M-V def2-TZVPD RIJCOSX def2/J DEFGRID3
* xyz 0 1
C -0.89 -1.27 0.36
C -0.96 0.27 0.40
C 0.44 0.74 0.34
C 1.17 0.50 -0.92
H -1.74 -1.81 0.28
H -0.23 -1.39 -0.45
H -0.46 -1.79 1.27
H -1.59 0.60 -0.56
H 1.00 0.22 1.10
H 0.60 1.83 0.49
H 2.24 0.82 -0.74
H 1.29 -0.66 -1.11
F -1.61 0.77 1.55
F 0.73 1.16 -2.01
*
```

=====

2.
Below is a structure of composition H3OPS, with properties calculated with ωB97M-V with the def2-TZVPD basis set.

Properties
- Energy relative to the best compared isomer or geometry (same formula, charge and spin): 20.2 kcal/mol
- Electronic energy: -22219.462 eV
- Gap between HOMO and LUMO: 10.00 eV
- HOMO energy: -9.80 eV

```
! wB97M-V def2-TZVPD RIJCOSX def2/J DEFGRID3
* xyz 0 1
O -1.22 -0.87 -0.24
P -0.43 -0.06 1.00
S 1.40 0.33 -0.17
H -1.06 -0.34 -1.07
H -0.96 1.49 0.33
H 2.27 -0.56 0.15
*
```

=====

3.
Below is a structure of composition C24H46F5N4O4RuSi4Te, with properties calculated with ωB97M-V with the def2-TZVPD basis set.

Properties
- Energy relative to the best compared isomer or geometry (same formula, charge and spin): 10.7 kcal/mol
- Electronic energy: -94756.208 eV
- Gap between HOMO and LUMO: 6.93 eV
- HOMO energy: -10.36 eV

```
! wB97M-V def2-TZVPD RIJCOSX def2/J DEFGRID3
* xyz 1 1
Ru -0.16 -2.57 -0.49
C 2.15 -0.89 4.39
Si 2.95 0.21 3.11
C 3.77 -0.84 1.78
C 4.17 1.40 3.88
Si 1.30 1.54 2.07
Te 0.48 -0.40 0.61
Si 2.01 3.18 0.54
C 0.60 3.52 -0.65
C 2.42 4.71 1.54
C 3.51 2.55 -0.38
Si -0.58 2.04 3.41
C -1.44 0.46 3.93
C 0.13 2.96 4.88
C -1.75 3.16 2.46
H 2.89 -1.58 4.80
H 1.34 -1.49 3.95
H 1.73 -0.31 5.22
H 4.57 -1.44 2.22
H 4.21 -0.22 0.99
H 3.07 -1.54 1.32
H 4.93 0.85 4.44
H 3.68 2.09 4.57
H 4.69 1.99 3.12
H -0.27 3.94 -0.13
H 0.28 2.60 -1.15
H 0.91 4.23 -1.41
H 1.53 5.13 2.02
H 2.84 5.49 0.89
H 3.15 4.51 2.32
H 3.31 1.59 -0.86
H 4.36 2.43 0.29
H 3.80 3.26 -1.16
H -0.76 -0.20 4.47
H -1.82 -0.09 3.07
H -2.28 0.70 4.58
H 0.76 2.31 5.50
H -0.68 3.33 5.52
H 0.72 3.82 4.58
H -2.07 2.70 1.53
H -1.27 4.11 2.23
H -2.63 3.37 3.07
N 0.77 -2.17 -2.44
C 1.26 -2.29 -3.48
N 1.83 -2.43 -4.65
C 1.70 -3.67 -5.43
C 1.07 -3.33 -6.77
O 1.81 -2.31 -7.42
C 1.79 -1.11 -6.68
C 2.47 -1.30 -5.34
H 1.09 -4.38 -4.87
H 2.70 -4.09 -5.58
H 0.03 -3.01 -6.63
H 1.09 -4.20 -7.43
H 0.76 -0.77 -6.54
H 2.33 -0.37 -7.27
H 2.38 -0.41 -4.71
H 3.53 -1.53 -5.48
F -1.18 -2.66 2.31
C -0.82 -3.41 1.21
F -1.88 -4.26 1.00
C 0.38 -4.29 1.61
F 0.99 -4.63 0.41
F 1.29 -3.60 2.30
F 0.11 -5.41 2.25
C -2.87 1.26 -2.71
C -3.62 1.38 -1.38
C -3.67 0.06 -0.58
C -4.39 0.27 0.77
C -4.43 -0.98 1.64
C -4.49 -0.95 -1.39
O -5.63 -0.75 -1.69
N -3.86 -2.14 -1.80
C -2.59 -2.47 -1.48
O -2.00 -3.50 -1.76
N -1.84 -1.56 -0.75
C -2.27 -0.41 -0.32
O -1.49 0.34 0.37
H -2.85 2.22 -3.22
H -3.36 0.55 -3.38
H -1.84 0.94 -2.56
H -4.65 1.69 -1.55
H -3.14 2.13 -0.75
H -5.40 0.62 0.54
H -3.88 1.08 1.29
H -4.98 -1.79 1.15
H -4.93 -0.78 2.58
H -3.43 -1.35 1.87
H -4.43 -2.81 -2.30
*
```

=====

4.
Below is an isolated molecule of C22H31N3O2, with properties calculated with ωB97M-V with the def2-TZVPD basis set.

Properties
- Energy relative to the best compared isomer or geometry (same formula, charge and spin): 7.3 kcal/mol
- Electronic energy: -31884.038 eV
- Gap between HOMO and LUMO: 9.17 eV
- HOMO energy: -8.65 eV

```
! wB97M-V def2-TZVPD RIJCOSX def2/J DEFGRID3
* xyz 0 1
C -6.95 -2.30 0.50
C -5.45 -2.44 0.23
C -4.59 -1.47 1.03
C -4.86 0.01 0.75
C -4.62 0.45 -0.70
H -4.94 1.49 -0.80
C -3.18 0.34 -1.19
H -3.18 0.56 -2.26
C -2.20 1.30 -0.48
C -1.28 1.98 -1.49
C -0.32 2.96 -0.82
H 0.35 3.38 -1.56
C 0.50 2.29 0.29
C 1.52 1.33 -0.30
O 1.65 1.07 -1.47
N 2.29 0.73 0.68
N 3.46 0.05 0.34
C 3.44 -1.17 -0.29
N 4.51 -1.79 -0.61
C 5.73 -1.24 -0.32
C 6.90 -1.91 -0.71
C 8.13 -1.38 -0.42
C 8.24 -0.17 0.27
C 7.11 0.51 0.66
C 5.85 -0.02 0.37
C 4.64 0.69 0.76
O 4.56 1.72 1.39
H 7.16 1.45 1.19
H 9.22 0.24 0.49
H 9.02 -1.90 -0.72
H 6.79 -2.85 -1.24
C 2.12 -1.77 -0.59
H 1.47 -1.74 0.28
H 1.64 -1.22 -1.40
H 2.27 -2.80 -0.91
H 2.43 1.25 1.54
C -0.43 1.58 1.28
C -1.34 0.59 0.56
H -0.73 -0.17 0.06
H -1.97 0.09 1.29
H 0.15 1.07 2.05
H -1.05 2.34 1.78
H 1.07 3.06 0.82
H -0.89 3.78 -0.37
H -0.70 1.23 -2.02
H -1.87 2.53 -2.23
H -2.79 2.08 0.02
H -2.82 -0.68 -1.08
H -5.26 -0.14 -1.36
H -5.89 0.24 1.01
H -4.23 0.61 1.41
H -4.76 -1.64 2.09
H -3.54 -1.69 0.83
H -5.14 -3.46 0.49
H -5.27 -2.31 -0.84
H -7.14 -2.37 1.57
H -7.50 -3.08 0.00
H -7.32 -1.34 0.15
*
```

=====

5.
Below is a structure of composition C16H34N5O6V, with properties calculated with ωB97M-V with the def2-TZVPD basis set.

Properties
- Electronic energy: -62563.905 eV
- Gap between HOMO and LUMO (alpha / beta): 5.29 / 9.51 eV
- HOMO energy (alpha / beta): -4.77 / -9.04 eV

```
! wB97M-V def2-TZVPD RIJCOSX def2/J DEFGRID3
* xyz 0 5
V -0.93 0.08 -2.36
C 0.03 -0.56 1.62
C -0.12 -0.41 0.13
O -0.27 -1.29 -0.70
O -0.15 0.75 -0.29
H 1.03 -0.38 2.02
H -0.24 -1.61 1.77
H -0.63 0.08 2.21
C 1.33 -1.05 -4.58
O 0.70 -0.50 -3.68
N 2.35 -1.94 -4.38
C 3.21 -2.35 -5.51
C 2.66 -2.47 -3.10
H 1.30 -0.80 -5.65
H 2.61 -2.25 -6.42
H 3.37 -3.43 -5.47
H 4.22 -1.94 -5.60
H 2.02 -2.05 -2.32
H 2.57 -3.55 -3.00
H 3.67 -2.20 -2.80
C 3.29 0.81 -1.00
O 3.65 0.51 -2.13
N 3.75 0.35 0.18
C 3.25 0.82 1.49
C 4.91 -0.60 0.22
H 2.45 1.49 -0.86
H 2.41 1.47 1.25
H 4.12 1.29 1.93
H 2.90 -0.07 2.03
H 4.66 -1.44 0.87
H 5.21 -1.06 -0.72
H 5.78 -0.08 0.62
C -3.68 0.06 -0.62
O -2.84 0.37 -1.43
N -4.37 1.01 0.02
C -5.45 0.68 0.92
C -4.14 2.48 0.02
H -3.95 -0.99 -0.41
H -5.01 0.59 1.92
H -5.98 -0.18 0.51
H -6.28 1.37 0.76
H -4.03 3.08 0.92
H -3.30 2.75 -0.62
H -4.92 3.06 -0.48
C -2.67 4.37 3.26
O -3.61 4.79 3.93
N -2.36 3.10 3.18
C -2.84 2.04 3.96
C -1.22 2.75 2.32
H -2.09 4.98 2.55
H -3.28 1.24 3.37
H -3.53 2.39 4.72
H -1.97 1.60 4.45
H -0.88 3.53 1.65
H -0.35 2.61 2.96
H -1.39 1.94 1.60
C 1.16 -3.98 0.45
C 0.22 -4.53 1.44
N -0.54 -5.00 2.22
H 0.63 -4.03 -0.50
H 2.02 -4.66 0.45
H 1.56 -3.01 0.76
*
```

=====

6.
Below is a structure of composition C31H32N8O4S3SeSr, with properties calculated with ωB97M-V with the def2-TZVPD basis set.

Properties
- Energy relative to the best compared isomer or geometry (same formula, charge and spin): 28.4 kcal/mol
- Electronic energy: -151472.326 eV
- Gap between HOMO and LUMO: 3.76 eV
- HOMO energy: -0.60 eV

```
! wB97M-V def2-TZVPD RIJCOSX def2/J DEFGRID3
* xyz -2 1
Sr 0.30 -1.58 -0.08
N 2.06 -3.62 -0.73
C 3.18 -3.81 0.19
C 3.34 -2.70 1.24
O 4.33 -2.81 2.00
N 2.43 -1.75 1.19
C 2.43 -0.78 2.26
C 1.02 -0.49 2.83
O 0.97 0.21 3.85
O 0.01 -0.96 2.21
H 1.86 -4.45 -1.27
H 2.27 -2.88 -1.40
H 4.15 -3.92 -0.32
H 3.02 -4.73 0.76
H 2.82 0.19 1.92
H 3.06 -1.09 3.10
C -3.41 -3.54 -3.51
C -2.65 -2.70 -2.49
S -0.91 -3.02 -2.47
C -3.32 -1.83 -1.70
C -4.82 -1.68 -1.79
S -2.61 -0.83 -0.42
H -2.70 -4.17 -4.06
H -3.94 -2.92 -4.25
H -4.15 -4.19 -3.04
H -5.26 -2.18 -2.66
H -5.08 -0.62 -1.84
H -5.30 -2.07 -0.89
Se 3.25 -0.52 -8.02
N 4.12 -0.81 -6.48
C 3.27 -0.58 -5.52
C 3.60 -0.71 -4.10
C 4.88 -1.05 -3.67
C 5.13 -1.15 -2.32
C 4.07 -0.92 -1.44
N 2.85 -0.61 -1.84
C 2.61 -0.47 -3.14
C 1.25 -0.05 -3.55
N 0.37 0.17 -2.57
C -0.84 0.58 -2.89
C -1.25 0.77 -4.22
C -0.36 0.52 -5.23
C 0.93 0.11 -4.90
C 1.93 -0.17 -5.91
N 1.72 -0.07 -7.19
H 5.65 -1.24 -4.40
H 6.10 -1.41 -1.93
H 4.20 -1.02 -0.36
H -1.54 0.71 -2.07
H -2.27 1.09 -4.42
H -0.63 0.63 -6.27
C -0.06 5.53 3.45
C 0.87 4.58 2.71
C 0.65 3.12 3.08
N -0.70 2.67 2.78
C -1.04 2.15 1.59
S -0.01 2.13 0.27
N -2.34 1.73 1.43
C -3.41 1.68 2.33
O -4.53 1.91 1.95
C -3.13 1.30 3.75
C -2.19 0.31 4.03
C -1.97 -0.06 5.35
C -2.69 0.55 6.37
C -3.64 1.52 6.08
C -3.86 1.89 4.77
H 0.11 6.57 3.16
H 0.07 5.45 4.53
H -1.11 5.30 3.23
H 1.91 4.83 2.92
H 0.73 4.68 1.63
H 0.80 2.97 4.15
H 1.37 2.48 2.57
H -1.26 2.40 3.57
H -2.59 1.44 0.49
H -1.62 -0.17 3.23
H -1.21 -0.80 5.57
H -2.50 0.26 7.40
H -4.19 2.00 6.88
H -4.60 2.64 4.51
*
```

=====

7.
Below is a structure of composition C28H42BrHgN3P2, with properties calculated with ωB97M-V with the def2-TZVPD basis set.

Properties
- Energy relative to the best compared isomer or geometry (same formula, charge and spin): 39.2 kcal/mol
- Electronic energy: -126960.864 eV
- Gap between HOMO and LUMO: 3.81 eV
- HOMO energy: -12.36 eV

```
! wB97M-V def2-TZVPD RIJCOSX def2/J DEFGRID3
* xyz 2 1
C -2.30 -0.89 -6.06
C -1.08 -0.20 -5.92
C -0.67 0.65 -6.96
C -1.46 0.72 -8.11
N -2.60 0.04 -8.24
C -3.03 -0.74 -7.25
C -0.32 -0.40 -4.70
C -0.29 -1.01 -3.55
C -0.52 -1.82 -2.41
C -1.41 -1.46 -1.36
C -1.14 -1.87 -0.07
C 0.00 -2.63 0.20
C 0.70 -3.25 -0.86
C 0.40 -2.87 -2.16
Hg 1.49 0.14 -3.72
P -0.57 1.44 2.17
H 0.24 1.24 -6.89
H -2.67 -1.53 -5.26
H -1.17 1.36 -8.95
H -3.97 -1.28 -7.38
H 0.93 -3.31 -3.01
H -2.26 -0.80 -1.57
H 1.47 -3.98 -0.66
H -1.80 -1.59 0.75
C -0.12 1.40 3.97
C 0.01 2.73 4.72
H 0.85 0.89 3.97
H -0.83 0.73 4.48
H 0.33 2.52 5.75
H 0.75 3.39 4.27
H -0.95 3.26 4.79
C -0.75 3.24 1.77
C -1.61 3.53 0.54
H 0.28 3.59 1.58
H -1.12 3.78 2.66
H -1.25 4.44 0.05
H -1.59 2.72 -0.20
H -2.66 3.72 0.82
C -2.35 0.93 2.23
C -3.23 1.64 3.24
H -2.37 -0.17 2.42
H -2.74 1.06 1.21
H -4.23 1.19 3.21
H -2.85 1.54 4.26
H -3.35 2.71 3.01
Br 0.53 -2.92 1.95
P 3.88 0.41 -0.03
C 2.71 1.55 0.85
C 3.45 2.60 1.67
H 2.05 0.93 1.49
H 2.08 2.02 0.08
H 2.73 3.30 2.13
H 4.03 2.15 2.48
H 4.13 3.19 1.05
C 3.63 -1.16 0.90
C 4.97 -1.80 1.26
H 3.00 -1.84 0.31
H 3.06 -0.92 1.81
H 4.82 -2.64 1.94
H 5.48 -2.18 0.36
H 5.64 -1.08 1.74
C 3.06 0.08 -1.61
C 3.75 0.89 -2.72
H 2.02 0.38 -1.39
H 3.12 -1.00 -1.78
H 3.19 1.00 -3.69
H 3.94 1.92 -2.38
H 4.70 0.42 -2.97
N -2.37 -2.57 3.85
C -2.86 -3.79 4.17
C -3.70 -4.16 3.13
C -3.66 -3.09 2.21
N -2.83 -2.13 2.65
H -1.70 -2.00 4.37
H -2.59 -4.29 5.09
H -4.26 -5.06 3.03
H -4.20 -2.99 1.28
*
```

=====

8.
Below is a cluster of 11 separate species, C3H28O11 in total, with properties calculated with ωB97M-V with the def2-TZVPD basis set.

Properties
- Energy relative to the best compared isomer or geometry (same formula, charge and spin): 90.3 kcal/mol
- Electronic energy: -26086.957 eV
- Gap between HOMO and LUMO: 9.80 eV
- HOMO energy: -10.19 eV

```
! wB97M-V def2-TZVPD RIJCOSX def2/J DEFGRID3
* xyz 0 1
O 1.43 -3.28 3.53
H 0.86 -3.06 2.80
H 2.30 -3.37 3.15
O -3.65 -2.86 3.00
H -4.31 -3.06 2.33
H -2.91 -2.50 2.51
O -4.69 1.28 3.58
H -4.61 1.59 2.68
H -4.54 0.33 3.51
O -3.36 -0.77 -0.30
H -3.44 -0.15 -1.02
H -3.53 -1.63 -0.70
O 2.68 0.98 4.22
H 3.08 0.14 4.46
H 2.93 1.58 4.93
O -4.65 4.06 -0.05
H -4.55 4.91 -0.48
H -3.75 3.78 0.13
O -0.99 5.41 1.59
H -0.61 4.53 1.47
H -0.75 5.65 2.48
O -0.50 1.42 1.38
H -0.98 0.63 1.16
H 0.28 1.11 1.84
O 4.72 0.70 0.78
H 4.31 1.16 1.52
H 4.72 -0.22 1.04
O -0.10 -3.18 0.19
H -0.52 -3.19 -0.67
H 0.74 -3.61 0.05
C 0.96 -0.02 -4.16
C 2.43 -0.32 -4.06
C 2.63 -1.86 -4.05
O 3.08 0.26 -5.11
H 0.44 -0.49 -4.99
H 0.85 1.05 -4.38
H 0.48 -0.36 -3.25
H 2.88 0.06 -3.14
H 2.40 -2.22 -3.05
H 3.67 -2.17 -4.21
H 1.99 -2.26 -4.84
H 2.56 -0.04 -5.86
*
```